[1]
Molecular formula: C8H14O2S
Method: DFT, ωB97M-V with the def2-TZVPD basis set

For the frontier orbital gap (spin up / spin down), the calculation gives 5.709 / 8.205 eV. Its spin multiplicity is 1. Its energy above the lowest of the compared OMol25 structures with the same formula, charge and spin is 4.016 eV.

Last column: natural (NBO) charge in e.
Geometry (Å):
1 C 1.193 1.879 0.732  -0.393
2 C -1.810 1.731 -0.967  -0.370
3 C 1.218 0.550 0.839  -0.198
4 C -1.882 0.299 -1.087  -0.335
5 C 3.030 -0.994 0.480  -0.634
6 C -2.499 -1.913 0.146  -0.697
7 C 1.795 -0.369 -0.190  0.082
8 C -2.118 -0.502 0.057  0.472
9 O 2.054 0.377 -1.385  -0.729
10 O -2.237 0.145 1.271  -0.692
11 S 0.554 -1.696 -0.518  -0.109
12 H 0.826 2.509 1.534  0.191
13 H 1.504 2.382 -0.136  0.206
14 H -1.467 2.309 -1.876  0.214
15 H -2.226 2.304 -0.124  0.173
16 H 0.903 0.099 1.685  0.200
17 H -1.919 -0.254 -2.049  0.239
18 H 3.744 -0.240 0.687  0.218
19 H 3.532 -1.622 -0.370  0.202
20 H 2.820 -1.657 1.406  0.243
21 H -2.591 -2.017 1.239  0.253
22 H -3.344 -1.996 -0.545  0.236
23 H -1.714 -2.481 -0.243  0.252
24 H 2.940 0.048 -1.865  0.478
25 H -2.307 1.110 1.280  0.498

Cartesian forces (eV/Å) of the 2 atoms listed first:
-0.6 -0.8 0.9
0.0 -1.8 -2.0



[2]
Molecular formula: C6H12O3
Method: DFT, ωB97M-V with the def2-TZVPD basis set

For the frontier orbital gap, the calculation gives 9.895 eV. Its spin multiplicity is 1. Its energy above the lowest of the compared OMol25 structures with the same formula, charge and spin is 4.278 eV.

Last column: natural (NBO) charge in e.
Geometry (Å):
1 C 1.923 0.552 -0.305  -0.417
2 C 0.610 0.574 -0.159  0.308
3 O 0.075 1.743 0.785  -0.608
4 C 0.271 1.531 2.172  -0.248
5 C -0.604 -0.243 -0.162  0.492
6 C -1.976 0.387 -0.297  -0.647
7 O -0.551 -1.285 0.742  -0.677
8 O -0.306 -0.745 -1.703  -0.617
9 C 0.587 -1.804 -1.937  -0.257
10 H 2.457 -0.257 -0.784  0.221
11 H 2.533 1.341 0.118  0.232
12 H 1.164 0.941 2.419  0.174
13 H 0.366 2.497 2.679  0.185
14 H -0.595 1.019 2.610  0.156
15 H -2.363 0.695 0.676  0.224
16 H -2.672 -0.342 -0.724  0.227
17 H -1.943 1.249 -0.966  0.252
18 H -1.459 -1.560 0.933  0.485
19 H 1.541 -1.415 -2.314  0.156
20 H 0.762 -2.431 -1.054  0.178
21 H 0.178 -2.445 -2.726  0.181

Cartesian forces (eV/Å) of the 2 atoms listed first:
-0.4 -0.5 -0.3
-0.8 3.6 5.1



[3]
Molecular formula: C46H42As2N5Rb
Method: DFT, ωB97M-V with the def2-TZVPD basis set

For the frontier orbital gap, the calculation gives 6.259 eV. Its spin multiplicity is 1. Its energy above the lowest of the compared OMol25 structures with the same formula, charge and spin is 0.303 eV.

Last column: Mulliken charge in e.
Geometry (Å):
1 Rb -0.945 0.859 0.246  0.822
2 C -3.396 7.546 -3.313  -1.491
3 C -3.325 6.243 -2.562  0.632
4 C -4.424 5.385 -2.475  -1.065
5 C -4.346 4.168 -1.833  -0.015
6 C -3.160 3.706 -1.214  -0.008
7 N -3.052 2.464 -0.657  -0.257
8 C -4.122 1.983 0.043  0.260
9 C -4.819 2.751 1.012  -0.161
10 C -5.804 2.220 1.813  -0.938
11 C -6.189 0.877 1.718  0.634
12 C -7.237 0.296 2.629  -1.493
13 C -5.558 0.118 0.752  -0.279
14 C -4.572 0.653 -0.077  -0.317
15 N -4.112 -0.182 -1.148  0.526
16 C -4.851 -0.565 -2.207  -0.301
17 C -4.091 -1.442 -2.946  -1.026
18 C -2.885 -1.532 -2.236  -0.389
19 N -2.905 -0.771 -1.148  0.088
20 C -2.081 4.607 -1.278  -0.584
21 C -2.160 5.825 -1.944  -0.320
22 N -0.872 4.357 -0.548  1.039
23 C -0.435 5.109 0.483  -0.229
24 C 0.803 4.634 0.850  -0.975
25 C 1.036 3.575 -0.043  -0.341
26 N 0.019 3.410 -0.884  -1.005
27 H -4.363 8.031 -3.174  0.373
28 H -3.257 7.395 -4.387  0.268
29 H -2.621 8.235 -2.976  0.351
30 H -5.361 5.677 -2.937  0.370
31 H -5.216 3.523 -1.801  0.426
32 H -4.541 3.793 1.120  0.499
33 H -6.289 2.860 2.543  0.400
34 H -8.104 0.955 2.701  0.357
35 H -6.854 0.149 3.642  0.281
36 H -7.580 -0.672 2.262  0.364
37 H -5.841 -0.919 0.601  0.335
38 H -5.845 -0.176 -2.347  0.459
39 H -4.362 -1.936 -3.862  0.412
40 H -2.005 -2.115 -2.460  0.313
41 H -1.278 6.458 -1.959  0.378
42 H -1.041 5.914 0.864  0.505
43 H 1.446 5.001 1.631  0.420
44 H 1.899 2.930 -0.121  0.636
45 C 2.332 -2.063 -0.692  -0.788
46 C 2.236 -0.551 -0.591  -0.820
47 As 3.933 0.455 -0.381  0.018
48 C 5.023 -0.438 -1.728  0.295
49 C 6.385 -0.642 -1.522  -0.396
50 C 7.178 -1.180 -2.526  -0.578
51 C 6.621 -1.509 -3.753  -0.431
52 C 5.269 -1.290 -3.975  -0.688
53 C 4.477 -0.754 -2.969  -0.381
54 C 4.488 -0.477 1.246  0.214
55 C 4.980 -1.781 1.291  -0.206
56 C 5.227 -2.398 2.510  -0.596
57 C 4.987 -1.720 3.698  -0.496
58 C 4.510 -0.419 3.664  -0.676
59 C 4.265 0.198 2.444  -0.407
60 As 0.577 -2.952 -0.463  0.506
61 C 0.166 -2.281 1.328  0.219
62 C -1.169 -2.032 1.638  -0.837
63 C -1.528 -1.528 2.884  -0.330
64 C -0.549 -1.263 3.830  -0.738
65 C 0.787 -1.514 3.533  -0.630
66 C 1.142 -2.025 2.294  0.527
67 C 1.308 -4.692 0.047  0.123
68 C 2.186 -5.328 -0.829  -0.454
69 C 2.713 -6.572 -0.519  -0.671
70 C 2.361 -7.201 0.667  -0.439
71 C 1.478 -6.580 1.537  -0.705
72 C 0.953 -5.332 1.229  -0.042
73 H 3.010 -2.469 0.057  0.293
74 H 2.711 -2.366 -1.668  0.638
75 H 1.689 -0.281 0.317  -0.075
76 H 1.697 -0.117 -1.439  0.694
77 H 6.834 -0.384 -0.570  0.427
78 H 8.234 -1.338 -2.348  0.379
79 H 7.239 -1.928 -4.536  0.378
80 H 4.829 -1.532 -4.934  0.394
81 H 3.425 -0.578 -3.166  0.397
82 H 5.167 -2.323 0.373  0.437
83 H 5.601 -3.414 2.531  0.413
84 H 5.179 -2.205 4.647  0.401
85 H 4.334 0.122 4.586  0.449
86 H 3.895 1.218 2.424  0.444
87 H -1.936 -2.194 0.888  0.220
88 H -2.571 -1.334 3.105  0.507
89 H -0.822 -0.865 4.799  0.402
90 H 1.557 -1.312 4.267  0.457
91 H 2.188 -2.220 2.083  0.337
92 H 2.465 -4.853 -1.764  0.319
93 H 3.399 -7.052 -1.207  0.387
94 H 2.771 -8.173 0.909  0.386
95 H 1.195 -7.066 2.462  0.390
96 H 0.271 -4.854 1.923  0.380

Cartesian forces (eV/Å) of the 2 atoms listed first:
-0.1 0.1 0.0
0.0 0.0 0.0



[4]
Molecular formula: C4H11NO2
Method: DFT, ωB97M-V with the def2-TZVPD basis set

For the frontier orbital gap, the calculation gives 9.058 eV. Its spin multiplicity is 1. Its energy above the lowest of the compared OMol25 structures with the same formula, charge and spin is 5.650 eV.

Last column: natural (NBO) charge in e.
Geometry (Å):
1 C 1.527 0.482 -0.313  -0.672
2 C 0.246 0.436 0.457  0.205
3 C -0.413 1.736 0.793  -0.647
4 C -0.248 -0.761 0.964  -0.265
5 N 0.540 -1.948 1.008  -0.810
6 H 1.600 -0.345 -1.020  0.231
7 H 2.369 0.400 0.383  0.232
8 H 1.620 1.413 -0.869  0.226
9 H -1.405 1.583 1.216  0.222
10 H -0.529 2.355 -0.097  0.228
11 H 0.205 2.283 1.512  0.221
12 H -0.933 -0.683 1.805  0.220
13 H 1.078 -2.082 0.160  0.367
14 H -0.033 -2.770 1.139  0.371
15 O -1.258 -0.214 -1.281  -0.559
16 O -1.229 -0.760 -2.619  -0.472
17 H -1.118 -0.778 -0.239  0.450
18 H -2.019 -0.347 -2.999  0.452

Cartesian forces (eV/Å) of the 2 atoms listed first:
-0.2 -0.1 0.0
-0.3 -1.1 0.9



[5]
Molecular formula: C27H25BiN7O8S4
Method: DFT, ωB97M-V with the def2-TZVPD basis set

The charge is -1. For the frontier orbital gap, the calculation gives 7.570 eV. Its spin multiplicity is 1.

Last column: natural (NBO) charge in e.
Geometry (Å):
1 Bi 1.384 0.407 0.670  1.905
2 C 3.522 -1.936 5.003  -0.744
3 S 4.705 -1.827 3.631  0.296
4 C 3.800 -0.955 2.418  -0.037
5 S 2.499 0.076 2.937  -0.277
6 N 4.256 -1.149 1.219  -0.386
7 N 3.593 -0.533 0.222  -0.289
8 C 3.904 -0.808 -0.985  0.088
9 C 3.204 -0.164 -2.092  0.177
10 C 3.401 -0.577 -3.409  -0.212
11 C 2.757 0.102 -4.426  -0.160
12 C 1.942 1.182 -4.113  -0.256
13 C 1.781 1.505 -2.775  0.070
14 N 2.383 0.848 -1.798  -0.446
15 H 3.901 -2.729 5.645  0.223
16 H 2.547 -2.199 4.604  0.248
17 H 3.465 -0.996 5.543  0.226
18 H 4.681 -1.536 -1.206  0.195
19 H 4.033 -1.432 -3.614  0.220
20 H 2.895 -0.202 -5.456  0.214
21 H 1.440 1.752 -4.882  0.218
22 H 1.160 2.340 -2.463  0.198
23 O 2.951 4.335 -0.364  -0.661
24 C 2.333 3.418 0.165  0.746
25 O 2.793 2.300 0.581  -0.798
26 C 0.826 3.590 0.372  0.103
27 C 0.097 4.711 0.008  -0.222
28 C -1.277 4.698 0.222  -0.167
29 C -1.884 3.580 0.780  -0.222
30 C -1.083 2.501 1.122  0.116
31 N 0.228 2.546 0.929  -0.518
32 C -1.613 1.182 1.709  0.744
33 O -2.834 1.051 1.776  -0.679
34 O -0.702 0.371 2.070  -0.796
35 H 0.599 5.558 -0.438  0.242
36 H -1.877 5.558 -0.050  0.212
37 H -2.947 3.512 0.960  0.245
38 C -1.457 2.336 4.972  -0.815
39 S 0.071 1.397 5.313  1.274
40 C 1.176 2.705 4.679  -0.822
41 O 0.219 1.429 6.792  -1.007
42 H -1.521 3.146 5.697  0.223
43 H -2.295 1.651 5.080  0.239
44 H -1.426 2.715 3.954  0.225
45 H 0.827 3.676 5.026  0.217
46 H 1.189 2.652 3.590  0.234
47 H 2.169 2.489 5.065  0.241
48 O 1.035 -3.934 -0.362  -0.459
49 N 1.176 -2.723 -0.212  0.714
50 O 1.079 -1.931 -1.185  -0.549
51 O 1.385 -2.239 0.946  -0.564
52 S -4.762 -1.677 -3.154  0.255
53 C -3.317 -1.006 -2.353  -0.149
54 C -2.806 -1.547 -1.185  -0.200
55 C -1.722 -0.920 -0.593  0.071
56 N -1.144 0.168 -1.098  -0.450
57 C -1.637 0.669 -2.224  0.053
58 C -2.723 0.127 -2.892  -0.272
59 C -4.301 -3.405 -3.240  -0.134
60 C -4.687 -4.310 -2.264  -0.263
61 C -4.321 -5.640 -2.428  0.042
62 N -3.637 -6.090 -3.474  -0.409
63 C -3.265 -5.210 -4.397  0.041
64 C -3.569 -3.858 -4.329  -0.253
65 H -3.237 -2.428 -0.732  0.220
66 H -1.318 -1.291 0.343  0.230
67 H -1.131 1.542 -2.622  0.185
68 H -3.104 0.576 -3.799  0.220
69 H -5.261 -3.992 -1.406  0.231
70 H -4.596 -6.382 -1.686  0.194
71 H -2.702 -5.606 -5.235  0.192
72 H -3.251 -3.170 -5.100  0.229

Cartesian forces (eV/Å) of the 2 atoms listed first:
-0.4 -0.1 -0.2
0.2 0.2 -0.3



[6]
Molecular formula: C44H28Cl3CoN4Si
Method: DFT, ωB97M-V with the def2-TZVPD basis set

For the frontier orbital gap (spin up / spin down), the calculation gives 5.853 / 5.855 eV. Its spin multiplicity is 1. Its energy above the lowest of the compared OMol25 structures with the same formula, charge and spin is 0.092 eV.

Last column: Mulliken charge in e.
Geometry (Å):
1 Co 0.230 -0.621 0.553  -1.163
2 C 4.427 -0.421 -5.846  -0.344
3 C 3.408 -1.356 -5.714  -0.889
4 C 2.653 -1.399 -4.553  0.159
5 C 2.911 -0.510 -3.511  -0.571
6 C 3.929 0.428 -3.652  0.007
7 C 4.686 0.470 -4.817  -0.799
8 C 2.078 -0.566 -2.273  1.525
9 C 2.272 -1.626 -1.389  0.205
10 C 3.178 -2.712 -1.596  -1.448
11 C 3.071 -3.524 -0.519  -1.304
12 C 2.141 -2.907 0.372  0.360
13 C 1.887 -3.357 1.665  1.895
14 C 2.487 -4.643 2.124  -0.907
15 C 1.662 -5.732 2.388  0.028
16 C 2.203 -6.931 2.828  -0.879
17 C 3.573 -7.049 3.015  -0.379
18 C 4.400 -5.965 2.761  -0.881
19 C 3.860 -4.766 2.317  0.179
20 C 1.148 -2.622 2.565  0.295
21 N 0.490 -1.443 2.287  0.467
22 C 0.014 -0.998 3.491  0.325
23 C -0.760 0.136 3.688  1.544
24 C -1.179 0.476 5.080  -1.068
25 C -2.468 0.185 5.518  0.120
26 C -2.854 0.490 6.815  -0.895
27 C -1.955 1.089 7.687  -0.370
28 C -0.669 1.380 7.257  -0.803
29 C -0.282 1.073 5.959  0.120
30 C -1.247 0.886 2.639  0.489
31 C -2.252 1.908 2.781  -1.480
32 C -2.692 2.195 1.543  -1.195
33 C -1.898 1.416 0.621  0.015
34 N -0.987 0.662 1.312  0.504
35 C -1.973 1.555 -0.759  1.304
36 C -0.818 1.281 -1.512  0.616
37 C -0.436 1.876 -2.762  -1.516
38 C 0.759 1.351 -3.105  -1.419
39 C 1.093 0.387 -2.102  0.317
40 N 0.155 0.412 -1.094  0.314
41 C -3.292 1.957 -1.326  0.404
42 C -4.425 1.418 -0.699  -0.016
43 C -5.708 1.688 -1.149  -0.941
44 C -5.902 2.491 -2.260  -0.416
45 C -4.794 2.994 -2.925  -0.949
46 C -3.512 2.722 -2.474  -0.252
47 C 0.375 -1.908 4.542  -1.496
48 C 1.058 -2.919 3.969  -1.542
49 N 1.632 -1.761 -0.177  0.232
50 H 5.017 -0.387 -6.753  0.390
51 H 3.198 -2.048 -6.519  0.389
52 H 1.849 -2.117 -4.446  0.493
53 H 4.128 1.120 -2.844  0.447
54 H 5.479 1.200 -4.917  0.392
55 H 3.814 -2.828 -2.454  0.536
56 H 3.589 -4.449 -0.325  0.563
57 H 0.594 -5.632 2.240  0.381
58 H 1.553 -7.774 3.025  0.402
59 H 3.995 -7.984 3.361  0.391
60 H 5.468 -6.049 2.914  0.385
61 H 4.502 -3.915 2.125  0.496
62 H -3.163 -0.289 4.835  0.489
63 H -3.857 0.255 7.146  0.389
64 H -2.257 1.328 8.698  0.382
65 H 0.037 1.848 7.932  0.385
66 H 0.722 1.298 5.621  0.450
67 H -2.574 2.330 3.718  0.588
68 H -3.434 2.918 1.250  0.661
69 H -0.944 2.664 -3.281  0.412
70 H 1.358 1.577 -3.971  0.527
71 H -4.296 0.729 0.126  0.322
72 H -6.553 1.245 -0.637  0.405
73 H -6.901 2.704 -2.618  0.390
74 H -4.921 3.604 -3.810  0.409
75 H -2.695 3.132 -3.041  0.378
76 H 0.122 -1.778 5.581  0.486
77 H 1.494 -3.783 4.442  0.499
78 Cl -2.223 -1.751 -1.763  -0.312
79 Si -1.433 -1.990 0.126  0.952
80 Cl -1.008 -4.008 0.237  -0.289
81 Cl -3.032 -1.749 1.422  -0.288

Cartesian forces (eV/Å) of the 2 atoms listed first:
-0.1 -0.1 0.0
0.0 0.0 -0.1



no.,E_tot (hartree)
1,-861.71295
2,-461.40872
3,-6547.48606
4,-364.06053
5,-3836.48944
6,-4965.62986